[1]
Formula: Cl2O2S2
Source: the OMol25 dataset
Level of theory: ωB97M-V/def2-TZVPD

Structure (XYZ):
```
6
Properties=species:S:1:pos:R:3:forces:R:3:nbo_charge:R:1
O -1.112807 -1.246057 -0.385872 0.7410 -3.1295 0.2603 -0.826
S -1.173884 0.119017 -0.691682 -1.2333 3.6140 0.3003 1.132
Cl -2.452651 0.902890 0.919524 0.8955 -0.0202 -0.9809 -0.308
S 0.744798 0.907397 0.466146 -0.9906 1.8993 0.1748 1.106
O 1.271817 -0.388320 0.674889 1.0554 -2.1169 0.4746 -0.855
Cl 1.990530 1.942872 -0.854690 -0.4680 -0.2466 -0.2290 -0.250
```
Forces are in eV/Å.

Results
relative energy (zero: lowest compared OMol25 entry of this formula, charge and spin): 29.1 kJ/mol
gap between HOMO and LUMO: 8.5 eV
E_LUMO: -1.247 eV
spin multiplicity: 1
E_HOMO: -9.76 eV
electronic energy: -50808.5858 eV
SMILES string: O=S(Cl)#S(=O)Cl

***

[2]
Formula: C15H17AuF6N3O7PS3
Source: the OMol25 dataset
Level of theory: ωB97M-V/def2-TZVPD

Structure (XYZ):
```
53
Properties=species:S:1:pos:R:3:forces:R:3:nbo_charge:R:1
Au 0.664318 -0.015700 -1.611740 0.0368 0.1198 0.1203 1.157
F 0.463799 -4.311680 -3.976626 0.0189 -0.0089 0.0147 -0.259
C 0.049464 -3.106835 -3.691603 -0.0169 -0.0003 -0.0726 0.749
F -1.063414 -2.818124 -4.345570 0.0118 0.0056 0.0143 -0.289
F -0.186826 -3.000195 -2.370633 0.0169 -0.0361 0.0222 -0.329
S 1.336130 -1.851984 -4.120436 0.0218 -0.0179 0.0973 2.259
O 0.698566 -0.590577 -3.542398 -0.0273 0.0117 -0.0980 -0.998
O 1.449724 -1.771056 -5.521959 -0.0363 0.0019 -0.0037 -0.801
N 2.575933 -2.299044 -3.347887 -0.0455 -0.0498 -0.0431 -1.224
S 3.356017 -1.817295 -2.084038 0.0295 0.0948 -0.0058 2.248
O 4.645496 -1.302858 -2.333185 0.0129 0.0109 -0.0008 -0.812
O 2.494979 -0.961670 -1.204393 -0.0096 -0.0162 0.0301 -1.042
C 3.494577 -3.381353 -1.102685 -0.0153 -0.0195 0.0452 0.771
F 4.201110 -4.251119 -1.780899 -0.0024 -0.0016 -0.0125 -0.265
F 4.075098 -3.084310 0.042872 -0.0012 0.0041 -0.0159 -0.278
F 2.268161 -3.844337 -0.884278 0.0035 0.0015 -0.0104 -0.300
C -2.705814 2.898468 -0.819522 -0.0441 -0.0581 -0.0698 -0.239
O -1.872826 1.680270 -0.913167 0.1411 0.0175 0.1322 -0.841
P -1.280198 1.036979 -2.174917 0.0119 0.0545 0.0022 2.188
O -0.960143 2.122620 -3.207332 -0.0162 -0.0497 -0.0953 -0.827
C -0.896440 1.988560 -4.683583 0.0111 0.0414 0.0378 -0.235
O -2.213076 0.003522 -2.834394 -0.0251 -0.0140 -0.1198 -0.817
C -2.928345 -1.088082 -2.171263 -0.0013 0.0297 0.0102 -0.248
H -3.739478 2.613457 -0.987305 -0.0025 0.0023 -0.0037 0.219
H -2.365209 3.619513 -1.555560 0.0108 0.0102 0.0060 0.219
H -2.559435 3.264644 0.189207 0.0026 0.0026 -0.0008 0.228
H 0.073226 2.374231 -4.975577 -0.0007 -0.0068 -0.0086 0.228
H -1.700564 2.600674 -5.075854 0.0008 0.0035 -0.0009 0.230
H -1.012914 0.947268 -4.963623 -0.0083 0.0020 -0.0012 0.215
H -3.347583 -1.682330 -2.974566 -0.0164 -0.0044 0.0190 0.244
H -3.710661 -0.663127 -1.549493 -0.0101 -0.0218 0.0074 0.216
H -2.230060 -1.682750 -1.586150 -0.0108 -0.0108 0.0005 0.196
S 1.440219 2.036599 4.485823 -0.0074 -0.0013 -0.0277 0.464
C 1.102022 1.493258 2.885354 0.0028 0.0039 0.0571 -0.096
C 0.057611 0.623716 2.528805 -0.0234 -0.0065 -0.0111 -0.266
C -0.103187 0.255426 1.221147 0.0178 0.0172 0.0440 0.076
N 0.720478 0.703474 0.251121 -0.0305 -0.0942 -0.0213 -0.511
C 1.737320 1.538958 0.569465 -0.0029 -0.0012 0.0127 0.055
C 1.943515 1.952633 1.854217 -0.0122 -0.0124 -0.0344 -0.239
C 0.200354 1.195953 5.447368 0.0065 0.0035 -0.0033 -0.197
C 0.456438 -0.069108 5.952528 -0.0119 -0.0088 0.0087 -0.254
C -0.541268 -0.672822 6.709653 0.0168 0.0004 -0.0026 0.055
N -1.710201 -0.097245 6.969849 -0.0084 0.0115 0.0007 -0.365
C -1.927152 1.126094 6.498046 -0.0045 -0.0139 -0.0011 0.053
C -1.003334 1.823394 5.728727 0.0069 0.0055 0.0007 -0.256
H -0.621569 0.230547 3.271800 0.0039 0.0038 0.0006 0.270
H -0.896145 -0.416113 0.924949 -0.0007 -0.0031 -0.0014 0.226
H 2.387114 1.857488 -0.233769 0.0065 -0.0024 -0.0113 0.241
H 2.767532 2.620970 2.064700 0.0022 0.0000 -0.0044 0.267
H 1.399691 -0.568708 5.777713 0.0004 0.0004 -0.0002 0.241
H -0.386167 -1.660478 7.127459 -0.0029 -0.0012 -0.0030 0.218
H -2.881352 1.575909 6.745561 0.0001 0.0009 0.0040 0.217
H -1.215521 2.824264 5.378028 0.0006 -0.0004 -0.0036 0.239
```
Forces are in eV/Å.

Results
relative energy (zero: lowest compared OMol25 entry of this formula, charge and spin): 9.9 kJ/mol
gap between HOMO and LUMO: 6.2 eV
E_LUMO: -8.248 eV
spin multiplicity: 1
E_HOMO: -14.48 eV
electronic energy: -96408.4054 eV
charge: +2

***

[3]
Formula: C2H5NO2Se
Source: the OMol25 dataset
Level of theory: ωB97M-V/def2-TZVPD

Structure (XYZ):
```
11
Properties=species:S:1:pos:R:3:forces:R:3:nbo_charge:R:1
C 0.070684 1.591173 -0.077089 1.1541 0.4605 -0.6441 0.733
C -0.421409 0.159698 -0.122966 -1.4374 1.8650 -4.2396 -0.131
N 0.385585 -0.781518 0.352484 -0.7215 -3.2819 0.4671 -0.857
O 1.410169 1.731650 0.231739 -0.4370 0.5224 0.2408 -0.710
O -0.525202 2.602524 -0.316263 -0.5000 -0.9624 0.4829 -0.536
Se -2.377122 -0.054248 0.234546 0.3878 0.5137 0.0408 0.063
H -0.288103 0.009350 -1.878725 -0.4149 0.6121 3.1679 0.033
H 2.015185 1.038575 -0.024992 -0.1729 -0.6166 -0.2237 0.486
H 1.196085 -0.673869 0.869495 1.4719 0.9563 1.0967 0.394
H 0.032311 -1.734152 0.442526 0.0503 0.6240 -0.2326 0.395
H -2.799523 1.384593 0.357022 0.6198 -0.6930 -0.1562 0.128
```
Forces are in eV/Å.

Results
relative energy (zero: lowest compared OMol25 entry of this formula, charge and spin): 251.0 kJ/mol
gap between HOMO and LUMO: 8.6 eV
E_LUMO: -0.080 eV
spin multiplicity: 1
E_HOMO: -8.63 eV
electronic energy: -73083.2168 eV

***

[4]
Formula: C18H22IN3Pd
Source: the OMol25 dataset
Level of theory: ωB97M-V/def2-TZVPD

Structure (XYZ):
```
45
Properties=species:S:1:pos:R:3:forces:R:3:nbo_charge:R:1
C 2.257533 0.369234 4.863780 -0.5786 1.1275 0.0860 -0.610
C 2.687232 -1.016688 4.545312 0.5690 -1.1638 0.0022 -0.619
H 2.643187 1.065461 4.114213 -0.0101 0.0884 0.1311 0.207
H 2.588412 0.707857 5.847151 0.1065 -0.0492 -0.0139 0.199
H 1.168150 0.471625 4.872246 0.0709 0.0067 -0.1413 0.201
H 2.701793 -1.211575 3.471585 -0.0500 0.0406 0.2591 0.221
H 3.698987 -1.200884 4.924308 -0.0783 -0.0674 -0.1267 0.197
H 2.036658 -1.766751 4.992070 -0.0392 -0.0669 0.1475 0.196
C 0.887216 2.668161 -1.390653 0.2495 -0.0267 -0.7705 0.069
C 1.216683 3.433470 -2.517864 -0.0866 -0.2499 0.1534 -0.229
C 1.375645 2.789401 -3.750274 -0.0967 -0.0362 0.3587 -0.153
C 1.189512 1.413170 -3.828506 -0.2361 -0.3660 0.6813 -0.203
H 0.762185 3.105595 -0.394885 0.0557 -0.1778 -0.4289 0.229
H 1.344529 4.510019 -2.415308 -0.0224 -0.2952 -0.0763 0.236
H 1.635098 3.353503 -4.644901 -0.0466 -0.1053 0.2487 0.232
H 1.300604 0.860232 -4.752088 0.0232 0.3080 -0.0548 0.222
N 0.723200 1.348598 -1.491389 -0.2851 -0.3437 0.1899 -0.438
C 0.839890 0.697610 -2.668675 0.3351 1.6181 -0.0403 0.175
C 0.602651 -0.746216 -2.654549 -0.1851 -1.8472 0.3175 0.166
N 0.243179 -1.292215 -1.470924 0.0526 0.4503 0.1883 -0.440
C 0.042403 -2.598393 -1.289847 0.2972 0.2053 -0.7348 0.082
C 0.559354 -2.956627 -3.608328 -0.0379 -0.0871 0.1854 -0.153
C 0.207211 -3.479775 -2.359934 -0.0541 0.1824 0.1170 -0.230
H -0.220228 -2.906327 -0.271944 0.0767 0.0394 -0.4958 0.233
H 0.073057 -4.547487 -2.195444 0.0044 0.2713 -0.1674 0.237
C 0.764185 -1.590777 -3.764306 -0.0669 0.5705 0.5038 -0.203
H 1.066367 -1.143067 -4.706405 -0.0982 -0.3918 0.0556 0.222
H 0.685044 -3.617121 -4.464035 -0.0087 0.1072 0.2109 0.231
Pd 0.328743 0.033081 0.260933 -0.7610 0.1559 -0.0106 1.048
I 2.795165 -0.461488 0.885733 0.5054 0.0452 -0.2713 -0.597
C -1.325522 -0.248699 3.259135 0.3550 -0.2368 0.6396 -0.639
C -2.171526 0.050018 2.097579 -2.4124 0.4258 -0.8685 0.089
C -3.583668 0.195384 2.065661 1.6927 -0.1968 0.1005 -0.340
C -3.939993 0.454212 0.732200 1.1837 0.0416 -1.0917 -0.304
C -2.744161 0.464144 -0.027761 -1.5356 -0.2280 1.9629 0.061
C -2.583945 0.673624 -1.472274 -0.1408 0.1117 -0.6079 -0.627
N -1.707461 0.212650 0.824261 0.9930 0.1034 -0.6624 -0.623
H -0.261735 -0.108193 3.025820 -0.1095 -0.0002 0.1477 0.206
H -1.466765 -1.293504 3.577429 0.1810 0.2541 0.0731 0.213
H -1.597948 0.407607 4.102031 0.2551 -0.2751 -0.1933 0.221
H -4.218026 0.103856 2.927173 -0.2053 0.0339 0.1169 0.205
H -4.918265 0.612286 0.305736 -0.1012 0.0215 0.1175 0.201
H -3.573733 0.866989 -1.909421 0.3167 -0.0536 0.0137 0.224
H -1.943619 1.539224 -1.689841 -0.0645 -0.1650 -0.1238 0.194
H -2.167276 -0.221229 -1.954814 -0.0124 0.2208 -0.1282 0.192
```
Forces are in eV/Å.

Results
relative energy (zero: lowest compared OMol25 entry of this formula, charge and spin): 0.0 kJ/mol
gap between HOMO and LUMO (spin up / spin down): 5.2 / 5.0 eV
E_LUMO (spin up / spin down): -1.188 / -1.319 eV
spin multiplicity: 3
E_HOMO (spin up / spin down): -6.36 / -6.35 eV
<S²>: 2.007
electronic energy: -35073.1973 eV